The following is a DFT calculation (the ωB97M-V functional and the def2-TZVPD basis) of the ion C18H13F4N2 with charge +1 in a non-equilibrium geometry.

Computed properties:
SMILES string ... [NH2+]=c1ccn(C(c2cc(F)cc(F)c2)c2cc(F)cc(F)c2)cc1
Largest force on an atom ... 4.191 eV/Å
Total charge ... +1
2S+1 ... 1
HOMO-LUMO gap ... 8.377 eV
Relative energy (zero: lowest compared OMol25 entry of this formula, charge and spin) ... 0.0 kcal/mol
E_tot ... -32719.95929 eV
Lowest unoccupied orbital energy ... -3.936 eV

Last column: natural (NBO) charge in e.
Geometry (Å):
N -2.632 -1.705 -4.202  -0.73
C -2.062 -1.204 -3.086  0.28
C -2.754 -0.388 -2.164  -0.30
C -2.122 0.071 -1.015  0.12
N -0.806 -0.192 -0.714  -0.33
C -0.168 0.366 0.435  -0.09
C 1.090 1.187 0.045  0.06
C 2.367 1.269 0.637  -0.31
C 3.274 2.261 0.258  0.44
F 4.531 2.294 0.831  -0.31
C 3.013 3.227 -0.714  -0.32
C 1.736 3.132 -1.269  0.43
F 1.428 3.942 -2.340  -0.32
C 0.783 2.200 -0.868  -0.32
C 0.041 -0.600 1.683  -0.03
C -1.163 -1.117 2.163  -0.29
C -1.234 -1.830 3.361  0.43
F -2.421 -2.462 3.668  -0.32
C -0.158 -2.011 4.232  -0.30
C 1.025 -1.431 3.773  0.41
F 2.139 -1.610 4.572  -0.31
C 1.140 -0.736 2.566  -0.24
C -0.124 -1.021 -1.596  0.11
C -0.715 -1.512 -2.749  -0.27
H -2.107 -2.159 -4.930  0.42
H -3.557 -1.365 -4.548  0.42
H -3.804 -0.139 -2.367  0.26
H -2.690 0.644 -0.284  0.24
H -0.850 1.140 0.880  0.26
H 2.731 0.646 1.448  0.23
H 3.735 3.980 -1.020  0.27
H -0.234 2.308 -1.234  0.22
H -2.092 -0.897 1.647  0.22
H -0.234 -2.557 5.172  0.27
H 2.118 -0.284 2.444  0.22
H 0.903 -1.290 -1.300  0.26
H -0.126 -2.157 -3.415  0.25

Forces on the atoms, in the same order (eV/Å):
N -1.338 0.956 -0.225
C 0.341 -0.139 -0.168
C 0.048 0.214 0.534
C -0.026 -0.328 -0.450
N -1.283 -1.650 -2.342
C 2.204 1.011 3.418
C 0.001 1.406 0.061
C 0.380 -0.238 0.284
C 0.827 0.480 -0.233
F -1.711 -0.281 -0.462
C -0.752 -0.617 0.118
C 0.216 0.317 -0.977
F 0.160 -0.593 1.383
C 0.225 0.249 -0.365
C -0.728 0.378 0.720
C -0.181 -0.374 0.273
C -0.571 -0.878 0.208
F 1.144 0.989 -0.247
C -0.079 0.429 -0.921
C 0.151 -0.599 0.703
F -1.235 0.557 -1.218
C 0.524 0.014 0.037
C -0.462 0.067 0.083
C 0.707 0.046 0.545
H 0.368 -0.114 0.228
H 1.241 -0.395 0.836
H 0.548 -0.004 0.369
H 0.328 0.045 -0.176
H 0.386 -0.767 -0.713
H -0.086 0.268 -0.799
H -0.172 -0.262 0.064
H 0.214 -0.049 -0.309
H -0.023 -0.375 -0.036
H 0.035 0.156 -0.380
H -0.568 -0.555 -0.021
H -0.603 0.306 -0.274
H -0.231 0.333 0.454

The following is a DFT calculation (the ωB97M-V functional and the def2-TZVPD basis) of the molecule C18H13FN6O in a non-equilibrium geometry.

Computed properties:
SMILES string ... N#Cc1cc(-c2ccc3oc([C@@]4(F)CCCN(C#N)C4)nc3c2)ncn1
Largest force on an atom ... 4.817 eV/Å
2S+1 ... 1
HOMO-LUMO gap ... 8.631 eV
Relative energy (zero: lowest compared OMol25 entry of this formula, charge and spin) ... 0.0 kcal/mol
E_tot ... -32581.37198 eV
Lowest unoccupied orbital energy ... -0.799 eV

Last column: natural (NBO) charge in e.
Geometry (Å):
N 6.321 -5.021 -0.664  -0.25
C 5.519 -4.721 -1.478  0.25
C 4.546 -4.411 -2.466  0.11
C 3.377 -3.740 -2.064  -0.22
C 2.496 -3.317 -3.018  0.23
C 1.358 -2.412 -2.684  -0.10
C 0.710 -1.688 -3.740  -0.15
C -0.301 -0.775 -3.434  -0.26
C -0.711 -0.556 -2.122  0.32
O -1.702 0.210 -1.630  -0.41
C -1.568 0.021 -0.262  0.48
C -2.575 0.692 0.659  0.29
F -3.831 0.425 0.226  -0.33
C -2.490 0.141 2.066  -0.43
C -3.526 0.822 2.973  -0.41
C -3.256 2.338 3.078  -0.20
N -3.122 2.871 1.726  -0.48
C -3.542 4.079 1.454  0.42
N -3.958 5.129 1.166  -0.39
C -2.327 2.164 0.709  -0.23
N -0.638 -0.838 0.118  -0.42
C -0.089 -1.262 -1.089  0.05
C 0.906 -2.192 -1.383  -0.17
N 2.777 -3.533 -4.286  -0.44
C 3.868 -4.167 -4.607  0.27
N 4.764 -4.618 -3.734  -0.40
H 3.189 -3.526 -1.019  0.23
H 0.962 -1.832 -4.779  0.24
H -0.794 -0.241 -4.211  0.23
H -2.698 -0.942 2.070  0.24
H -1.527 0.345 2.560  0.23
H -3.463 0.384 3.978  0.22
H -4.552 0.639 2.592  0.22
H -4.108 2.816 3.584  0.23
H -2.325 2.538 3.626  0.19
H -2.591 2.586 -0.258  0.24
H -1.272 2.354 0.859  0.21
H 1.344 -2.744 -0.552  0.22
H 4.112 -4.342 -5.643  0.19

Forces on the atoms, in the same order (eV/Å):
N -2.652 1.099 -2.572
C 3.397 -1.711 2.955
C -2.161 1.513 0.216
C 0.726 -0.621 1.344
C -0.188 0.914 0.431
C -1.152 0.638 -0.826
C -0.373 0.196 1.420
C -0.049 -0.133 -0.059
C 1.380 -1.703 -0.716
O 0.288 0.350 1.298
C 0.583 -1.468 0.566
C 1.412 -0.466 0.959
F -1.058 -0.079 -0.889
C -0.176 -0.439 1.267
C -0.334 0.278 -0.001
C -0.206 -0.792 -0.086
N 0.052 -1.059 -0.164
C -0.882 1.821 -0.691
N 0.492 -0.902 0.367
C -0.416 1.295 -0.300
N -1.719 1.313 -0.662
C 0.015 0.477 -0.783
C 0.654 -0.383 0.585
N -1.077 0.428 -1.500
C 0.562 -0.506 0.687
N 1.334 -0.706 -1.004
H 0.210 -0.085 -0.029
H 0.246 -0.115 0.061
H -0.259 0.306 -0.657
H 0.372 0.374 -0.143
H 0.012 -0.346 -0.650
H -0.027 0.077 -0.249
H 0.534 0.211 0.214
H 0.460 0.067 -0.250
H -0.160 -0.095 0.175
H -0.022 0.148 -0.085
H 0.462 -0.098 0.132
H -0.096 0.158 -0.135
H -0.184 0.044 -0.224

The following is a DFT calculation (the ωB97M-V functional and the def2-TZVPD basis) of a structure of composition C18H13N2O6PtS3 in a non-equilibrium geometry.

Computed properties:
Largest force on an atom ... 1.290 eV/Å
Total charge ... +1
2S+1 ... 1
HOMO-LUMO gap (spin up / spin down) ... 6.222 / 6.290 eV
E_tot ... -69880.95141 eV
Lowest unoccupied orbital energy (spin up / spin down) ... -6.572 / -6.469 eV

Last column: natural (NBO) charge in e.
Geometry (Å):
Pt -1.379 1.195 0.143  1.27
O -3.005 0.072 -0.100  -0.85
S -2.415 -0.734 -1.274  2.34
O -3.277 -1.296 -2.237  -0.83
O -1.487 0.346 -1.817  -0.93
C -1.375 -1.943 -0.498  -0.34
C -0.758 -2.820 -1.286  -0.07
C 0.410 -3.600 -0.771  -0.22
C 1.743 -3.105 0.939  -0.16
C 0.995 -2.112 1.865  -0.25
C 0.378 -0.908 1.113  -0.13
S 0.129 0.641 2.103  2.31
O 0.466 1.787 1.176  -0.89
O 0.776 0.595 3.358  -0.84
O -1.398 0.813 2.130  -0.84
H -1.042 -2.924 -2.329  0.26
H 0.599 -4.478 -1.381  0.26
H 2.650 -3.550 1.331  0.26
H 1.418 -1.904 2.842  0.27
S -2.290 3.365 0.391  0.34
C -0.993 4.166 -0.333  -0.30
C -0.710 3.993 -1.716  -0.14
C 0.376 4.624 -2.273  -0.22
C 1.175 5.445 -1.476  -0.08
C 0.899 5.647 -0.121  -0.22
C -0.173 5.014 0.456  -0.12
H -1.370 3.379 -2.317  0.24
H 0.598 4.503 -3.324  0.24
H 2.026 5.946 -1.921  0.24
H 1.537 6.290 0.471  0.24
H -0.404 5.137 1.506  0.25
N 0.291 -6.445 1.385  -0.25
C 0.342 -5.331 1.107  0.27
C 0.430 -3.929 0.749  -0.15
C 1.741 -2.740 -0.562  -0.29
C 1.573 -1.291 -0.862  0.19
N 0.950 -0.460 -0.134  -0.46
C -0.979 -1.734 0.934  -0.26
C -0.316 -2.926 1.661  -0.18
H 2.577 -3.155 -1.117  0.26
H 1.967 -0.905 -1.802  0.21
H -1.798 -1.313 1.509  0.28
H -0.878 -3.357 2.483  0.26

Forces on the atoms, in the same order (eV/Å):
Pt -0.162 -0.346 1.232
O -0.434 -0.342 -0.556
S 0.419 0.600 -0.565
O -0.258 -0.097 0.243
O 0.154 -0.075 -0.041
C 0.061 0.106 0.061
C -0.039 -0.120 0.084
C 0.042 0.100 0.006
C -0.068 0.017 -0.062
C -0.224 0.000 0.067
C 0.150 -0.228 -0.418
S 0.452 0.772 -0.166
O 0.019 -0.447 -0.330
O -0.110 -0.120 -0.009
O -0.012 0.344 0.181
H 0.022 0.012 0.022
H 0.035 -0.001 -0.011
H 0.012 0.012 0.017
H 0.052 -0.041 -0.006
S -0.350 -0.216 -0.012
C 0.318 0.230 -0.114
C -0.190 0.056 0.156
C 0.070 0.073 0.027
C -0.019 -0.003 0.036
C 0.070 0.050 -0.127
C -0.043 -0.250 -0.043
H 0.007 -0.029 0.029
H 0.013 -0.012 0.015
H -0.009 -0.009 0.008
H -0.018 0.017 -0.015
H 0.012 -0.030 -0.011
N 0.002 0.111 -0.021
C -0.040 0.012 -0.021
C 0.074 -0.102 0.086
C -0.105 -0.045 0.036
C -0.039 0.088 -0.066
N 0.025 -0.131 0.390
C 0.090 0.048 -0.192
C 0.050 0.062 0.019
H 0.001 -0.025 -0.006
H -0.016 -0.016 0.021
H 0.011 -0.042 0.058
H -0.026 0.015 -0.006

The following is a DFT calculation (the ωB97M-V functional and the def2-TZVPD basis) of the molecule C18H13N5O4 in a non-equilibrium geometry.

Computed properties:
SMILES string ... Nc1ncnc2nc(-c3ccc(O)c(O)c3)c(-c3ccc(O)c(O)c3)nc12
Largest force on an atom ... 5.213 eV/Å
2S+1 ... 1
HOMO-LUMO gap ... 7.263 eV
E_tot ... -34515.61585 eV
Lowest unoccupied orbital energy ... -0.825 eV

Last column: natural (NBO) charge in e.
Geometry (Å):
N 0.529 5.029 0.790  -0.77
C 1.035 4.441 -0.307  0.43
N 1.660 5.284 -1.059  -0.50
C 2.155 4.677 -2.130  0.28
N 2.109 3.307 -2.385  -0.49
C 1.544 2.514 -1.499  0.33
N 1.549 1.238 -1.829  -0.35
C 0.723 0.450 -1.056  0.22
C 0.784 -1.057 -1.361  -0.13
C 1.948 -1.675 -1.830  -0.15
C 2.048 -3.041 -2.288  -0.27
C 0.837 -3.791 -2.285  0.27
O 0.858 -5.092 -2.636  -0.66
C -0.358 -3.263 -1.835  0.25
O -1.457 -4.008 -1.709  -0.71
C -0.371 -1.903 -1.529  -0.23
C 0.077 0.931 0.151  0.16
C -0.664 0.230 1.258  -0.08
C -1.586 0.942 2.021  -0.17
C -2.283 0.419 3.136  -0.29
C -2.112 -0.954 3.404  0.24
O -2.944 -1.550 4.356  -0.69
C -1.244 -1.757 2.553  0.32
O -1.087 -3.098 2.870  -0.69
C -0.552 -1.161 1.566  -0.28
N 0.107 2.260 0.369  -0.37
C 0.799 3.063 -0.449  -0.01
H -0.155 4.363 1.269  0.40
H 0.224 6.031 0.764  0.41
H 2.697 5.121 -2.935  0.19
H 2.859 -1.061 -1.902  0.23
H 2.961 -3.551 -2.596  0.24
H -0.014 -5.492 -2.554  0.49
H -2.284 -3.622 -2.080  0.50
H -1.262 -1.415 -1.256  0.21
H -1.586 2.028 1.919  0.22
H -2.885 1.119 3.564  0.22
H -3.070 -0.856 5.034  0.49
H -1.751 -3.435 3.550  0.50
H 0.160 -1.667 0.935  0.24

Forces on the atoms, in the same order (eV/Å):
N -3.154 -0.477 2.555
C -1.988 1.720 2.933
N 1.402 -0.013 -2.457
C 0.174 -4.639 -1.077
N 1.814 4.202 -0.681
C -1.008 1.152 -0.651
N -2.627 -3.489 1.977
C 2.240 -1.116 -0.166
C -0.911 -1.268 -2.111
C 1.741 -0.645 -0.568
C -2.353 1.213 0.924
C 1.332 -0.440 0.300
O 0.637 -0.511 -0.365
C 0.858 3.650 0.001
O -1.988 -1.443 -0.547
C 1.508 1.084 1.148
C -0.113 2.185 -0.101
C -1.128 -1.359 0.228
C 0.870 0.804 0.918
C 3.048 -2.844 -3.130
C -0.827 0.893 -1.047
O 1.185 0.421 0.080
C -2.139 -0.391 3.454
O -0.860 -0.125 0.444
C 1.338 1.653 -1.916
N 0.166 -0.174 0.248
C 1.144 -2.162 -0.895
H 1.271 1.606 -0.532
H 0.760 -1.594 -0.178
H 0.041 1.175 -0.040
H -0.403 -0.374 0.204
H -0.216 0.490 0.068
H -0.157 0.221 0.095
H 1.170 -0.109 0.410
H -1.483 0.110 0.298
H -0.400 -0.342 -0.328
H -1.883 1.175 1.867
H -0.149 -0.720 -0.379
H 1.138 1.218 -1.299
H -0.053 -0.738 0.316

Question: Which value of E_tot does entry 4 give?
Answer: -34515.61585 eV